No. 1
This record from the Open Molecules 2025 dataset describes a cluster of 4 separate species, C5H11NO2 in total. The level of theory is ωB97M-V/def2-TZVPD.

Last column: natural (NBO) charge in e.
Element x y z (Å)
1 C -0.4737 2.4530 -1.8651  -0.58
2 C 0.9123 2.6888 -1.5564  0.07
3 C 0.2906 -1.3217 0.9776  -0.34
4 C -0.7346 -1.7342 1.9408  -0.31
5 C -1.0109 -0.3700 1.2083  0.27
6 O -0.9750 0.6063 1.9128  -0.36
7 O -0.0355 -3.6116 0.0347  -1.03
8 N 1.7588 1.7314 -1.5378  -0.72
9 H -0.0030 1.3143 -0.6436  0.22
10 H -0.5850 1.4453 -2.2556  0.25
11 H -1.1983 3.2442 -1.7807  0.23
12 H 1.2642 3.6628 -1.2015  0.17
13 H 1.2008 -0.8314 1.3099  0.23
14 H 0.4357 -2.1186 0.1985  0.37
15 H -1.3842 -2.5288 1.5674  0.30
16 H -0.5986 -1.7763 3.0129  0.24
17 H -1.7223 -0.4609 0.3830  0.17
18 H 0.1660 -4.4701 -0.3552  0.45
19 H 2.6927 2.0776 -1.3500  0.34

Cartesian forces (eV/Å) of the 3 atoms listed first:
1.1 -3.4 3.2
2.0 0.3 0.4
0.7 -1.5 3.3

gap between HOMO and LUMO: 5.58 eV
E: -10937.094 eV
spin multiplicity: 1
relative energy (zero: lowest compared OMol25 entry of this formula, charge and spin): 1174.52 kJ/mol
max |F|: 4.82 eV Å⁻¹



No. 2
This record from the Open Molecules 2025 dataset describes an isolated molecule of C5H11NO2. The level of theory is ωB97M-V/def2-TZVPD.

Last column: natural (NBO) charge in e.
Element x y z (Å)
1 C -1.3471 2.0079 0.7607  -0.41
2 C -1.0040 0.7344 1.0250  -0.14
3 C 0.4284 0.2175 1.1687  -0.51
4 C 0.9936 -0.2892 -0.1639  0.66
5 N 1.7848 0.6574 -0.8634  -0.85
6 O 1.7469 -1.4375 0.0008  -0.70
7 O -0.2650 -0.4683 -1.0491  -0.60
8 C -1.0313 -1.6539 -0.9853  -0.25
9 H -2.3696 2.3385 0.9151  0.20
10 H -0.6372 2.7277 0.3678  0.18
11 H -1.7577 0.0761 1.4550  0.19
12 H 1.0789 0.9890 1.5967  0.23
13 H 0.4070 -0.5956 1.9040  0.23
14 H 1.8980 0.3039 -1.8116  0.37
15 H 1.2183 1.4961 -0.9675  0.38
16 H 2.5970 -1.2187 -0.4135  0.49
17 H -1.9716 -1.4781 -1.5184  0.19
18 H -1.2810 -1.9334 0.0437  0.16
19 H -0.4885 -2.4739 -1.4646  0.17

Cartesian forces (eV/Å) of the 3 atoms listed first:
0.1 -1.2 0.1
0.3 1.5 1.2
-0.6 0.1 -0.2

gap between HOMO and LUMO: 10.16 eV
E: -10946.973 eV
spin multiplicity: 1
SMILES: C=CC[C@@](N)(O)OC
relative energy (zero: lowest compared OMol25 entry of this formula, charge and spin): 221.35 kJ/mol
max |F|: 2.13 eV Å⁻¹